A cluster of 10 separate species, C28H48Cl8O18 in total, computed with wB97M-V/def2-TZVPD.

Output
⟨S²⟩ = 0.7538
2S+1 = 2
total charge = +1
frontier orbital gap (spin up / spin down) = 9.5 / 1.6 eV
energy = -6131.1661 Ha
LUMO level (spin up / spin down) = -2.5 / -10.4 eV

Structure (XYZ):
```
102
Properties=species:S:1:pos:R:3:forces:R:3:mulliken_spin:R:1
Cl -4.4311 -0.9067 -3.2645 -0.534 0.484 0.425 0.039
C -3.0748 -2.0108 -3.3813 0.604 -1.075 0.198 -0.003
C -2.8562 -2.4476 -4.7987 -0.200 -0.230 -0.461 0.000
Cl -2.2692 -1.0672 -5.7448 0.372 0.013 -0.224 0.010
H -3.2757 -2.8901 -2.7694 -0.229 -0.029 0.012 0.004
H -2.1627 -1.5885 -2.9595 -0.184 0.288 -0.170 0.002
H -3.7585 -2.7690 -5.3189 -0.176 0.055 0.388 0.000
H -2.1793 -3.3014 -4.8295 0.408 0.371 -0.010 0.000
Cl -7.4746 6.4012 0.9178 0.449 -0.114 -0.116 0.000
C -6.7514 4.9869 0.1030 1.027 -0.611 0.337 0.000
C -5.1929 4.8677 0.2592 -0.982 1.804 -0.483 0.000
Cl -4.6234 3.3389 -0.3892 -0.100 -0.695 0.104 0.000
H -6.9977 5.0462 -0.9571 -0.056 -0.095 0.183 0.000
H -7.1938 4.1053 0.5669 -0.124 0.078 -0.215 0.000
H -4.8219 5.0717 1.2636 -0.224 -0.480 0.027 0.000
H -4.7220 5.6008 -0.3957 -0.111 0.172 0.175 0.000
Cl 0.6174 2.1884 3.6945 -0.167 0.290 -0.085 0.000
C 0.3275 3.9613 3.5946 -0.868 -0.367 -0.226 0.000
C -0.5528 4.3910 2.3976 1.647 0.643 0.278 0.000
Cl -2.2741 4.1341 2.5358 -0.735 -0.490 0.366 0.000
H 1.3131 4.4253 3.5578 -0.205 0.051 -0.205 0.000
H -0.1779 4.2280 4.5228 0.139 0.089 -0.064 0.000
H -0.2083 3.9864 1.4459 0.080 -0.163 0.180 0.000
H -0.4484 5.4751 2.3537 0.110 0.023 -0.131 0.000
Cl -7.4925 -1.9634 1.3123 -0.126 -0.241 -0.278 0.431
C -5.8286 -1.9450 0.8381 0.431 0.194 2.185 -0.001
C -5.3099 -3.0018 -0.1197 0.476 -0.372 -0.532 0.018
Cl -5.3284 -4.5570 0.7137 -0.451 0.207 -0.184 0.341
H -5.2080 -1.9899 1.7331 -0.208 0.047 0.230 -0.003
H -5.6957 -0.9252 0.4769 0.322 0.274 -0.995 0.115
H -4.2391 -2.8562 -0.2622 -0.190 0.553 -0.449 0.016
H -5.8976 -2.9665 -1.0370 0.087 -0.430 -0.076 0.024
C -2.4947 0.8052 -0.6875 0.501 1.182 -1.731 -0.001
C -1.5928 1.7133 0.1349 0.158 0.558 -2.422 -0.001
O -1.5832 1.0098 1.3243 0.966 0.942 2.274 0.001
C -2.5822 0.1813 1.4437 0.835 -2.314 1.063 0.000
O -2.6714 -0.5966 2.3917 -1.155 1.597 -2.004 0.001
O -3.2672 0.1645 0.2753 -1.273 -1.524 1.558 0.005
H -1.8599 0.1255 -1.2560 -0.355 -0.492 0.049 0.001
H -3.1960 1.3038 -1.3565 0.361 0.080 -0.088 0.000
H -1.9726 2.7349 0.1161 -0.176 -0.057 1.015 0.000
H -0.5733 1.7645 -0.2473 0.017 -0.149 0.009 0.000
C -1.0176 -2.1826 4.3393 -0.395 -0.249 -1.115 0.000
C -1.0928 -2.8560 5.6617 1.179 -0.087 0.888 0.000
O -0.5665 -4.1399 5.3709 -0.750 -1.835 2.021 0.000
C -0.0459 -4.2727 4.1854 1.225 -2.539 -1.848 0.000
O 0.4640 -5.3171 3.7319 -1.559 3.574 1.208 0.000
O -0.2100 -3.1141 3.5262 0.086 1.099 -0.312 0.000
H -0.5925 -1.1808 4.4011 0.191 -0.237 -0.450 0.000
H -2.0086 -2.1540 3.8863 0.282 0.242 -0.180 0.000
H -2.0883 -2.9004 6.1033 0.096 -0.285 -0.160 0.000
H -0.3899 -2.4470 6.3876 -0.237 0.308 0.111 0.000
C 0.6135 -3.7747 0.6455 -0.794 -0.207 2.621 0.000
C -0.8038 -3.1420 0.7691 1.501 -0.006 -0.545 0.000
O -1.2018 -3.1439 -0.5934 -0.608 0.137 -1.637 0.000
C -0.1899 -3.5051 -1.4457 1.466 -0.350 0.224 0.000
O -0.1763 -3.4203 -2.6447 -0.729 -0.052 1.528 0.000
O 0.8834 -3.9748 -0.7008 -1.428 0.746 -1.674 0.000
H 0.4919 -4.7049 1.2006 0.827 -0.291 -0.284 0.000
H 1.3712 -3.1637 1.1361 0.055 -0.071 -0.255 0.000
H -0.7612 -2.1098 1.1166 -0.271 -0.132 0.163 0.000
H -1.4460 -3.7838 1.3722 -0.170 0.327 -0.167 0.000
C 3.8220 5.5212 -1.0851 1.387 0.225 0.356 0.000
C 3.0732 5.4018 -2.3416 -0.857 1.345 -0.713 0.000
O 2.4680 4.1296 -2.2025 -0.811 -1.486 -0.838 0.000
C 2.3068 3.8609 -0.8923 0.293 1.145 0.415 0.000
O 1.6259 3.0721 -0.3159 -0.374 -0.539 -0.928 0.000
O 3.0198 4.7669 -0.2170 0.095 0.048 1.676 0.000
H 3.8982 6.5409 -0.7075 0.169 -0.166 -0.047 0.000
H 4.7920 5.0319 -1.1730 0.247 0.190 0.232 0.000
H 3.6202 5.5700 -3.2693 0.079 -0.736 0.110 0.000
H 2.2971 6.1668 -2.3179 -0.413 -0.062 -0.226 0.000
C 5.9224 -0.2964 -4.0327 0.083 -0.881 -0.362 0.000
C 5.0778 -1.0956 -3.0539 1.817 -0.445 0.904 0.000
O 3.7081 -1.2193 -3.3887 1.031 -1.054 -0.561 0.000
C 2.8508 -0.4809 -2.7677 -1.498 2.389 0.368 0.000
O 3.0292 0.3697 -1.9341 0.647 -0.177 0.473 0.000
O 1.6618 -0.6670 -3.3400 -0.849 -0.405 0.024 0.000
C 0.5161 0.1026 -2.9224 0.403 0.287 -1.945 0.000
H 6.9752 -0.5150 -3.8538 0.128 0.479 0.824 0.000
H 5.7169 0.7740 -4.0335 0.048 -0.165 -0.159 0.000
H 5.9004 -0.7626 -5.0177 -0.844 0.435 -0.358 0.000
H 5.2765 -0.7814 -2.0293 -0.841 0.758 0.041 0.000
H 5.4942 -2.0984 -2.9576 -0.341 -0.355 -0.730 0.000
H 0.7030 1.1089 -2.5474 0.554 -0.553 1.264 0.000
H -0.1961 -0.5702 -2.4447 0.217 0.353 0.446 0.000
H 0.1010 0.4240 -3.8777 -0.527 -0.588 -0.249 0.000
C 6.5762 -2.9561 0.1439 0.548 0.797 -1.120 0.000
C 5.7679 -2.2709 1.2234 1.233 -1.759 1.228 0.000
O 4.5303 -1.8607 0.8134 -4.164 1.310 -0.327 0.000
C 3.5220 -1.3635 1.6641 2.001 1.026 2.092 0.000
O 3.5231 -1.3512 2.9223 -0.182 -0.411 -4.575 0.000
O 2.6666 -0.7225 0.8357 3.000 -2.911 -0.411 0.000
C 1.7019 0.1208 1.2847 -1.720 0.304 0.954 0.000
H 6.4933 -2.4196 -0.8012 -0.064 0.031 -0.126 0.000
H 6.4201 -4.0137 -0.0690 -0.464 0.091 0.361 0.000
H 7.6208 -2.8344 0.4306 0.084 -0.193 0.072 0.000
H 6.3342 -1.4064 1.5698 -0.019 -0.186 0.502 0.000
H 5.6414 -3.0944 1.9262 0.169 0.630 1.052 0.000
H 2.1163 1.1115 1.4713 -0.380 0.016 -0.107 0.000
H 1.2196 -0.2989 2.1675 0.043 0.279 0.387 0.000
H 0.9548 0.0644 0.4930 -0.058 0.777 -0.044 0.000
```
Forces are in eV/Å.